No. 1
C13H23CrN2O6 | the ωB97M-V functional and the def2-TZVPD basis

ORCA input file:
```
! RIJCOSX wB97M-V def2-TZVPD def2/J DEFGRID3
* xyz 1 5
Cr -1.918 -0.758 -0.594
O 0.599 -2.901 -0.909
C -0.474 -2.846 -0.358
O -1.676 -2.713 -0.876
C -0.457 -2.601 1.240
C -1.788 -2.250 1.911
C -1.607 -2.152 3.504
C -1.022 -0.760 3.639
C -0.715 -0.340 2.226
O -1.907 -0.884 1.504
C 0.334 -1.255 1.565
C 0.891 -0.534 0.369
O 2.075 -0.156 0.390
O 0.117 -0.192 -0.629
H 0.071 -3.428 1.725
H -2.675 -2.783 1.639
H -2.579 -2.337 3.911
H -0.923 -2.913 3.844
H -1.683 -0.045 4.085
H -0.076 -0.857 4.188
H -0.566 0.715 2.022
H 1.178 -1.387 2.265
C -2.824 3.656 -0.372
C -1.882 2.470 -0.206
C -0.460 2.730 0.134
O -2.382 1.345 -0.309
H -3.219 4.056 0.575
H -3.663 3.338 -1.006
H -2.271 4.460 -0.820
H -0.451 3.511 0.917
H 0.063 3.014 -0.756
H -0.010 1.852 0.547
N 3.334 -0.606 -1.888
C 2.553 -0.531 -3.195
C 2.080 0.896 -3.555
N 1.310 1.599 -2.569
H 3.487 -1.580 -1.692
H 2.869 -0.164 -1.095
H 4.183 -0.055 -2.029
H 1.677 -1.228 -3.071
H 3.134 -0.940 -4.036
H 1.531 0.758 -4.467
H 2.991 1.469 -3.777
H 1.865 2.305 -2.084
H 0.884 1.025 -1.912
*
```

Properties
max |F| = 2.702 eV Å⁻¹
Kohn-Sham gap (spin up / spin down) = 8.66 / 9.45 eV
HOMO (spin up / spin down) = -11.5993 / -12.2859 eV

---

No. 2
C15H32NO2 | the ωB97M-V functional and the def2-TZVPD basis

ORCA input file:
```
! RIJCOSX wB97M-V def2-TZVPD def2/J DEFGRID3
* xyz 1 1
C 1.285 1.665 3.309
C 0.092 1.485 2.341
C -0.176 2.750 1.495
C -1.543 3.428 1.724
C -2.107 3.361 3.153
C -3.425 2.613 3.273
O -4.105 2.795 4.186
O -3.830 1.759 2.273
C -3.368 0.419 2.469
H 0.896 1.782 4.311
H 1.896 2.504 3.036
H 1.878 0.763 3.312
H 0.389 0.679 1.675
H -0.766 1.123 2.878
H -0.159 2.440 0.457
H 0.643 3.444 1.595
H -1.393 4.474 1.501
H -2.254 3.082 0.997
H -2.359 4.358 3.466
H -1.403 2.978 3.879
H -3.085 0.261 3.503
H -4.136 -0.295 2.217
H -2.507 0.248 1.837
C 2.047 0.629 -1.072
C 2.618 -0.761 -0.801
C 2.332 -1.834 -1.839
N 0.881 -2.241 -2.004
C 0.154 -2.263 -0.701
C 0.171 -1.340 -3.003
C 0.400 -1.999 -4.346
C 0.215 -3.476 -4.030
C 0.814 -3.645 -2.636
H 0.956 0.644 -1.050
H 2.386 1.319 -0.300
H 2.384 1.015 -2.036
H 2.311 -1.101 0.190
H 3.705 -0.673 -0.749
H 2.866 -2.737 -1.545
H 2.691 -1.539 -2.825
H 0.069 -1.250 -0.318
H 0.702 -2.896 -0.007
H -0.840 -2.667 -0.872
H -0.887 -1.335 -2.744
H 0.572 -0.334 -2.939
H 1.411 -1.801 -4.707
H -0.295 -1.641 -5.102
H 0.700 -4.122 -4.760
H -0.843 -3.736 -4.018
H 1.818 -4.056 -2.669
H 0.197 -4.275 -2.003
*
```

Properties
max |F| = 4.279 eV Å⁻¹
Kohn-Sham gap = 9.45 eV
HOMO = -11.9874 eV
energy relative to the best compared isomer or geometry (same formula, charge and spin) = 0.0000 eV

---

No. 3
C2H5O3P | the ωB97M-V functional and the def2-TZVPD basis

ORCA input file:
```
! RIJCOSX wB97M-V def2-TZVPD def2/J DEFGRID3
* xyz 0 1
C 1.672 0.177 -0.227
C 0.130 0.397 -0.083
O -0.507 -0.735 -0.460
P -2.177 -0.623 -0.068
O -0.408 1.596 -0.561
O -0.480 1.202 0.805
H 2.112 1.021 0.284
H 1.961 0.091 -1.353
H 2.028 -0.543 0.418
H -2.222 -2.094 -0.019
H -2.109 -0.490 1.263
*
```

Properties
max |F| = 3.559 eV Å⁻¹
Kohn-Sham gap = 10.50 eV
structure (SMILES) = CC1(OP)OO1
HOMO = -9.6155 eV
energy relative to the best compared isomer or geometry (same formula, charge and spin) = 5.2941 eV

---

No. 4
C25H49BrClFIN6O9P2 | the ωB97M-V functional and the def2-TZVPD basis

ORCA input file:
```
! RIJCOSX wB97M-V def2-TZVPD def2/J DEFGRID3
* xyz 1 1
C 4.876 0.486 0.496
C 3.635 -0.547 0.196
P 2.081 0.588 0.271
C 1.611 0.436 2.133
C 0.684 0.022 -0.932
C 1.512 0.200 -2.335
C 0.748 0.620 -3.644
O 0.823 -0.183 -4.623
I -0.363 2.390 -4.184
N -0.368 1.092 -0.947
C -0.048 2.404 -0.320
C 0.951 3.411 -1.060
C 2.068 4.039 -0.040
C 3.376 4.307 -0.947
O 4.523 4.122 -0.481
O 3.294 4.786 -2.294
C -1.570 0.718 -0.133
N -2.811 1.126 -0.463
Cl -3.123 2.057 -1.897
C -4.033 0.820 0.342
C -5.199 1.948 0.225
C -6.326 1.573 -0.875
N -7.149 0.388 -0.476
N -1.297 -0.117 0.991
C -0.693 -1.455 0.625
P -1.986 -2.758 1.063
O -3.583 -2.141 1.149
Br -1.576 -3.359 3.245
C 0.087 -1.493 -0.756
C 1.168 -2.669 -0.924
C 1.235 -3.810 0.199
C 2.140 -3.531 1.482
C 2.186 -4.925 2.335
O 0.876 -5.469 2.606
C -0.844 -1.702 -2.087
C -1.766 -2.958 -2.235
C -3.340 -2.566 -1.990
F -1.391 -4.195 -1.620
H 5.804 0.223 -0.116
H 5.186 0.334 1.599
H 4.559 1.579 0.417
H 3.843 -0.951 -0.843
H 3.677 -1.297 1.042
H 2.444 1.038 2.665
H 1.703 -0.624 2.531
H 0.643 0.969 2.391
H 2.373 0.970 -2.229
H 2.090 -0.772 -2.572
H -1.050 2.996 -0.401
H 0.062 2.398 0.834
H 1.542 2.974 -1.923
H 0.419 4.339 -1.492
H 1.696 5.092 0.248
H 2.276 3.372 0.853
H 3.468 4.059 -2.930
H -4.519 -0.143 -0.069
H -3.856 0.690 1.457
H -5.756 1.918 1.238
H -4.796 3.009 0.133
H -5.868 1.414 -1.904
H -7.041 2.471 -0.925
H -7.229 0.353 0.548
H -6.758 -0.484 -0.852
H -2.006 -0.171 1.721
H 0.116 -1.666 1.429
H -3.712 -1.777 2.069
H 2.231 -2.339 -1.148
H 0.938 -3.305 -1.868
H 1.798 -4.689 -0.314
H 0.217 -4.301 0.437
H 1.768 -2.750 2.213
H 3.214 -3.390 1.118
H 2.620 -4.620 3.361
H 2.881 -5.683 1.811
H 0.725 -6.228 1.992
H -1.441 -0.766 -2.373
H -0.083 -1.814 -2.952
H -1.794 -3.228 -3.363
H -3.934 -2.569 -2.960
H -3.737 -3.374 -1.276
H -3.318 -1.539 -1.492
C -5.381 -2.619 5.115
N -4.307 -1.593 5.154
O -3.949 -1.108 4.087
O -3.860 -1.307 6.244
H -5.683 -2.773 4.080
H -4.974 -3.537 5.538
H -6.214 -2.246 5.708
C 6.922 5.474 -2.117
N 8.262 5.959 -2.540
O 9.174 5.148 -2.551
O 8.350 7.135 -2.846
H 6.992 4.415 -1.876
H 6.625 6.049 -1.242
H 6.237 5.635 -2.949
*
```

Properties
max |F| = 5.824 eV Å⁻¹
Kohn-Sham gap = 7.53 eV
HOMO = -11.2456 eV
energy relative to the best compared isomer or geometry (same formula, charge and spin) = 5.9273 eV

---

No. 5
C4H14N3 | the ωB97M-V functional and the def2-TZVPD basis

ORCA input file:
```
! RIJCOSX wB97M-V def2-TZVPD def2/J DEFGRID3
* xyz 1 1
C 1.574 0.598 -2.794
C 1.970 1.708 -1.813
H 0.606 0.840 -3.245
H 2.264 0.480 -3.623
H 1.489 -0.383 -2.316
H 2.542 2.480 -2.316
H 1.148 2.166 -1.267
H 2.710 1.294 -1.117
C 0.789 0.414 1.809
C -1.176 -0.708 0.774
N -0.494 0.383 1.078
N -0.959 -1.859 1.414
N -2.160 -0.646 -0.120
H -0.839 1.262 0.728
H -0.504 -1.828 2.312
H -1.603 -2.610 1.236
H -2.198 0.106 -0.791
H -2.735 -1.433 -0.382
H 0.826 1.407 2.249
H 1.590 0.296 1.092
H 0.837 -0.311 2.615
*
```

Properties
max |F| = 1.373 eV Å⁻¹
Kohn-Sham gap = 11.54 eV
HOMO = -14.6656 eV
energy relative to the best compared isomer or geometry (same formula, charge and spin) = 0.2194 eV

---

No. 6
C4H5NOS2 | the ωB97M-V functional and the def2-TZVPD basis

ORCA input file:
```
! RIJCOSX wB97M-V def2-TZVPD def2/J DEFGRID3
* xyz 0 1
S -1.399 1.193 2.148
N -1.248 0.868 0.489
C -0.287 0.288 0.060
C 0.739 -0.347 0.898
C 1.652 -1.143 0.411
O 1.702 -1.553 -0.845
C 1.300 -0.761 -1.998
S -0.410 0.013 -1.672
H -2.385 2.011 1.723
H 0.371 -0.140 1.952
H 2.304 -1.885 1.089
H 1.429 -1.296 -3.023
H 1.929 0.133 -2.238
*
```

Properties
max |F| = 5.455 eV Å⁻¹
Kohn-Sham gap = 9.00 eV
structure (SMILES) = S/N=C1\C=COCS1
HOMO = -8.3693 eV
energy relative to the best compared isomer or geometry (same formula, charge and spin) = 3.2360 eV

---

No. 7
C27H27N4OSSiTc | the ωB97M-V functional and the def2-TZVPD basis

ORCA input file:
```
! RIJCOSX wB97M-V def2-TZVPD def2/J DEFGRID3
* xyz -1 2
Tc 0.542 -0.410 -0.362
O 0.647 3.021 2.110
C 0.835 1.936 1.543
N 0.231 1.512 0.408
C -0.687 2.384 -0.254
C -1.653 1.561 -1.058
C -2.808 2.115 -1.592
C -3.663 1.339 -2.353
C -3.331 0.009 -2.563
C -2.168 -0.481 -2.004
N -1.340 0.265 -1.256
C 1.739 0.859 2.036
C 2.372 0.709 3.251
C 3.012 -0.500 3.661
C 3.029 -1.762 3.132
C 2.261 -2.358 1.973
N 1.782 -0.125 1.124
H -0.176 3.074 -0.945
H -1.233 3.013 0.459
H -3.020 3.159 -1.401
H -4.568 1.760 -2.772
H -3.959 -0.647 -3.149
H -1.881 -1.513 -2.147
H 2.374 1.556 3.925
H 3.594 -0.401 4.574
H 3.645 -2.486 3.658
H 2.844 -3.190 1.567
C 2.753 -1.482 -5.738
Si 0.943 -1.949 -5.604
C 0.586 -3.316 -6.855
C -0.143 -0.481 -6.025
C 0.539 -2.602 -3.895
C 0.038 -3.875 -3.671
C -0.306 -4.316 -2.388
C -0.166 -3.435 -1.336
N 0.318 -2.205 -1.516
C 0.711 -1.791 -2.750
S 1.356 -0.200 -2.631
H 3.013 -1.242 -6.772
H 3.388 -2.306 -5.407
H 2.975 -0.617 -5.112
H 0.642 -2.907 -7.867
H -0.413 -3.740 -6.729
H 1.310 -4.131 -6.787
H 0.018 -0.184 -7.065
H 0.075 0.367 -5.376
H -1.200 -0.731 -5.903
H -0.096 -4.553 -4.508
H -0.686 -5.313 -2.218
H -0.442 -3.689 -0.319
C 1.977 -1.362 0.863
C 0.937 -2.937 2.430
C 0.638 -4.282 2.231
C -0.597 -4.804 2.600
C -1.554 -3.984 3.177
C -1.261 -2.639 3.387
C -0.032 -2.120 3.020
H 1.380 -4.925 1.771
H -0.810 -5.854 2.434
H -2.519 -4.385 3.463
H -2.001 -1.988 3.837
H 0.188 -1.072 3.192
*
```

Properties
max |F| = 0.480 eV Å⁻¹
Kohn-Sham gap (spin up / spin down) = 4.68 / 5.65 eV
HOMO (spin up / spin down) = -2.1302 / -3.0998 eV
energy relative to the best compared isomer or geometry (same formula, charge and spin) = 1.7258 eV

---

No. 8
C5H10BaOP | the ωB97M-V functional and the def2-TZVPD basis

ORCA input file:
```
! RIJCOSX wB97M-V def2-TZVPD def2/J DEFGRID3
* xyz -1 1
C 0.156 1.458 -0.396
C 1.158 2.425 -0.213
C 0.759 3.334 0.803
C -0.535 2.987 1.274
C -0.979 1.831 0.610
Ba -1.841 -1.574 -0.304
P 0.387 -2.136 -2.100
H 0.102 0.669 -1.163
H 2.097 2.471 -0.766
H 1.349 4.180 1.155
H -1.964 1.338 0.675
H -1.096 3.530 2.034
H 1.739 -2.505 -2.414
H -0.236 -2.798 -3.237
H 0.112 -3.214 -1.143
O -0.169 -1.035 1.471
H 0.271 -0.151 1.436
H 0.149 -1.454 2.293
*
```

Properties
max |F| = 3.268 eV Å⁻¹
Kohn-Sham gap = 3.44 eV
HOMO = -1.0503 eV

---

No. 9
C4H12N4 | the ωB97M-V functional and the def2-TZVPD basis

ORCA input file:
```
! RIJCOSX wB97M-V def2-TZVPD def2/J DEFGRID3
* xyz 0 1
C 0.882 2.701 -0.504
C -2.131 -0.940 0.786
N 0.917 -0.366 1.176
N 1.289 0.680 0.512
N 0.423 1.647 0.359
C -1.195 -0.559 -0.309
N 1.682 -1.478 0.885
C -0.779 -1.353 -1.282
H 1.960 0.512 -0.284
H -0.800 0.608 -0.269
H 1.735 -1.676 -0.117
H 1.290 -2.272 1.375
H 1.504 3.409 0.049
H 1.456 2.315 -1.364
H 0.011 3.252 -0.862
H -2.409 -1.995 0.733
H -1.659 -0.745 1.751
H -3.034 -0.325 0.752
H -0.097 -1.011 -2.054
H -1.043 -2.403 -1.333
*
```

Properties
max |F| = 3.135 eV Å⁻¹
Kohn-Sham gap (spin up / spin down) = 8.08 / 8.20 eV
HOMO (spin up / spin down) = -7.6632 / -7.7218 eV
energy relative to the best compared isomer or geometry (same formula, charge and spin) = 5.3600 eV

---

No. 10
C23H27AuN4O3SSeSi | the ωB97M-V functional and the def2-TZVPD basis

ORCA input file:
```
! RIJCOSX wB97M-V def2-TZVPD def2/J DEFGRID3
* xyz 0 1
Au -0.118 -0.423 -0.234
O 3.481 -1.685 3.743
C 4.195 -1.647 2.605
C 5.552 -1.963 2.692
C 6.350 -1.944 1.569
C 5.819 -1.612 0.324
C 4.479 -1.308 0.227
C 3.646 -1.321 1.352
C 2.217 -1.002 1.179
O 1.817 -0.913 -0.061
N 1.482 -0.856 2.261
N 0.169 -0.619 1.947
C -0.765 -0.580 2.800
C -2.171 -0.404 2.418
C -3.083 -0.584 3.468
C -4.447 -0.509 3.297
C -4.943 -0.238 2.027
C -4.077 -0.053 0.972
C -2.686 -0.120 1.124
O -2.003 0.162 0.001
H 2.575 -1.367 3.531
H 5.949 -2.214 3.666
H 7.401 -2.188 1.660
H 6.449 -1.590 -0.554
H 4.038 -1.050 -0.725
H -0.543 -0.735 3.858
H -2.680 -0.795 4.452
H -5.115 -0.667 4.132
H -6.010 -0.180 1.858
H -4.453 0.158 -0.021
C -3.480 1.467 -3.298
C -2.084 1.993 -3.281
C -1.448 2.574 -4.342
C -0.130 3.021 -4.148
N 0.506 2.895 -2.995
C -0.114 2.304 -1.969
S 0.653 2.062 -0.466
N -1.411 1.900 -2.121
C 0.647 3.641 -5.264
H -3.891 1.506 -4.303
H -4.109 2.064 -2.636
H -3.499 0.436 -2.943
H -1.946 2.678 -5.294
H -1.822 1.379 -1.334
H 0.009 3.927 -6.098
H 1.386 2.919 -5.616
H 1.194 4.506 -4.893
C -1.764 -4.322 1.062
Si -0.395 -4.238 -0.212
C 1.279 -4.223 0.594
C -0.536 -5.672 -1.400
Se -0.794 -2.414 -1.557
H -1.880 -5.335 1.454
H -2.707 -4.020 0.607
H -1.567 -3.654 1.903
H 1.522 -5.220 0.969
H 1.308 -3.538 1.441
H 2.052 -3.925 -0.115
H -0.542 -6.612 -0.844
H 0.303 -5.690 -2.096
H -1.458 -5.617 -1.982
*
```

Properties
max |F| = 0.563 eV Å⁻¹
Kohn-Sham gap = 6.63 eV
HOMO = -7.9761 eV
energy relative to the best compared isomer or geometry (same formula, charge and spin) = 0.2422 eV

---

No. 11
C2H5NO2 | the ωB97M-V functional and the def2-TZVPD basis

ORCA input file:
```
! RIJCOSX wB97M-V def2-TZVPD def2/J DEFGRID3
* xyz 0 1
N 1.746 2.152 1.554
C 1.147 1.192 0.820
O 0.841 0.098 1.248
H 2.085 3.049 1.280
H 2.096 1.836 2.446
H 1.031 1.383 -0.256
C -2.216 -2.477 -1.739
O -3.119 -1.942 -2.352
H -2.207 -3.534 -1.458
H -1.404 -1.757 -1.542
*
```

Properties
max |F| = 2.591 eV Å⁻¹
Kohn-Sham gap = 10.84 eV
structure (SMILES) = NC=O.C=O
HOMO = -9.9848 eV
energy relative to the best compared isomer or geometry (same formula, charge and spin) = 1.5810 eV

---

No. 12
C7H17NO | the ωB97M-V functional and the def2-TZVPD basis

ORCA input file:
```
! RIJCOSX wB97M-V def2-TZVPD def2/J DEFGRID3
* xyz 0 1
C -0.633 2.575 -1.912
C -1.692 1.420 -1.346
N -2.175 0.607 -2.252
O -2.044 1.696 -0.159
H -0.440 2.727 -2.995
H 0.253 2.530 -1.388
H -1.083 3.449 -1.559
H -2.875 0.085 -1.952
H -1.903 0.481 -3.231
C 3.175 0.481 1.609
C 1.610 0.022 1.724
C 1.335 -1.315 0.815
C 0.203 -1.980 1.298
C -0.236 -3.236 0.344
H 3.711 -0.467 1.290
H 2.812 0.830 0.610
H 3.797 1.196 2.337
H 1.001 0.831 1.475
H 1.274 -0.194 2.834
H 1.348 -0.931 -0.199
H 2.164 -1.909 0.988
H -0.568 -1.210 1.194
H 0.392 -2.392 2.158
H 0.653 -3.886 0.123
H -1.146 -3.791 0.681
H -0.382 -2.960 -0.515
*
```

Properties
max |F| = 10.142 eV Å⁻¹
Kohn-Sham gap = 10.32 eV
structure (SMILES) = CC(N)=O.CCCCC
HOMO = -9.6650 eV
energy relative to the best compared isomer or geometry (same formula, charge and spin) = 4.6822 eV

---

No. 13
H12O6 | the ωB97M-V functional and the def2-TZVPD basis

ORCA input file:
```
! RIJCOSX wB97M-V def2-TZVPD def2/J DEFGRID3
* xyz 0 1
O 2.028 -0.344 -2.159
H 1.311 -0.246 -1.452
H 1.925 0.388 -2.860
O 0.453 2.805 0.610
H 0.705 1.891 0.532
H -0.165 3.141 -0.144
O 0.399 -0.363 0.316
H -0.515 -0.484 0.652
H 0.584 -1.292 0.412
O 1.004 -3.034 1.537
H 0.220 -3.480 1.261
H 0.772 -2.474 2.304
O -2.172 -0.428 1.582
H -2.741 -0.408 0.811
H -2.071 0.523 1.955
O -0.553 1.064 -2.132
H -0.182 0.798 -1.238
H -1.003 1.942 -1.993
*
```

Properties
max |F| = 3.242 eV Å⁻¹
Kohn-Sham gap = 10.52 eV
structure (SMILES) = O.O.O.O.O.O
HOMO = -10.5522 eV
energy relative to the best compared isomer or geometry (same formula, charge and spin) = 1.8242 eV